Formula: C36H72O18
Source: the Open Molecules 2025 dataset
Level of theory: ωB97M-V/def2-TZVPD

```
126
C36H72O18 (ωB97M-V/def2-TZVPD)
O 3.21096 -3.00453 1.73897
C 2.70279 -4.08044 1.83234
O 2.79151 -4.88445 2.92411
C 3.62212 -4.34260 4.07813
C 4.22109 -5.49315 4.88580
C 1.88361 -4.77444 0.80951
H 3.03452 -3.73024 4.77826
H 4.38363 -3.67714 3.73006
H 4.40747 -5.21067 5.90742
H 5.10883 -5.95837 4.48310
H 3.52357 -6.31580 4.84072
H 2.53637 -5.01126 0.00788
H 1.02996 -4.13430 0.52441
H 1.54900 -5.77322 1.03242
O 3.19313 3.10674 1.79518
C 2.06058 3.34288 2.16774
O 1.78437 3.96724 3.31428
C 2.82315 4.50098 4.11081
C 2.73187 5.98600 3.96655
C 0.80836 2.98361 1.44701
H 3.83791 4.15164 3.82822
H 2.57763 4.23904 5.13111
H 3.04628 6.31818 3.00769
H 3.50988 6.45784 4.63587
H 1.76231 6.33556 4.25786
H 0.89338 2.01290 0.94598
H 0.61668 3.74501 0.71242
H -0.03158 3.01994 2.12218
O -0.85281 2.33530 -4.72602
C -1.09532 3.16345 -5.53297
O -2.07498 2.99544 -6.42802
C -2.75129 1.71053 -6.31444
C -1.87334 0.58897 -6.96199
C -0.39586 4.48479 -5.63852
H -3.62538 1.81618 -6.96827
H -3.02421 1.43349 -5.28102
H -2.50492 -0.21632 -7.35884
H -1.21871 0.18005 -6.23755
H -1.27742 0.92752 -7.79934
H -0.77206 5.13478 -6.41360
H 0.64430 4.34534 -5.70246
H -0.51603 4.99877 -4.68763
O -3.45031 3.29685 2.02720
C -2.75633 4.13400 1.46454
O -2.37973 4.06629 0.21514
C -2.76630 2.84650 -0.54050
C -2.57452 3.01995 -2.02718
C -2.20819 5.39660 2.16305
H -3.79441 2.58791 -0.33554
H -2.08504 2.11991 -0.11259
H -1.53318 3.14014 -2.39079
H -3.06349 3.93324 -2.28665
H -3.07255 2.28711 -2.60320
H -2.91018 5.57674 2.97496
H -2.15491 6.27625 1.52551
H -1.20541 5.25114 2.54972
O -3.49487 -3.17262 1.58367
C -2.89844 -2.41033 2.28797
O -2.11697 -2.78683 3.32645
C -1.90633 -4.25341 3.35684
C -0.74283 -4.61949 4.24322
C -2.83744 -0.97393 1.95578
H -1.67048 -4.61589 2.33993
H -2.86412 -4.71654 3.69294
H -0.79297 -4.23721 5.27968
H 0.24844 -4.43939 3.75838
H -0.73549 -5.70996 4.46934
H -3.83032 -0.53090 1.89858
H -2.31028 -0.86631 0.99061
H -2.35055 -0.38437 2.75057
O 2.82716 3.64918 -5.52693
C 3.29812 2.60924 -5.20728
O 3.09047 2.08584 -3.99910
C 2.26734 2.94808 -3.14407
C 2.58832 2.70032 -1.66088
C 4.08992 1.65842 -6.07948
H 1.23758 2.67667 -3.35080
H 2.51354 4.00776 -3.47365
H 2.35560 1.64937 -1.39688
H 1.92824 3.27391 -1.03344
H 3.60785 2.88047 -1.39824
H 4.88686 1.10505 -5.57023
H 4.53616 2.29901 -6.83203
H 3.39889 0.85442 -6.42408
O -0.03351 2.68324 6.15036
C -0.76177 2.20961 5.28374
O -0.35853 1.46911 4.23065
C 1.02338 1.06317 4.19754
C 1.21809 -0.21335 4.96250
C -2.23058 2.36642 5.27423
H 1.64859 1.86731 4.57291
H 1.24241 0.90915 3.14174
H 2.13517 -0.79378 4.70648
H 0.42595 -0.94667 4.84069
H 1.37047 0.06344 6.02836
H -2.71343 1.50685 4.78114
H -2.55879 3.29210 4.77198
H -2.51257 2.47664 6.29970
O -0.57300 -3.74046 -4.23997
C -0.09560 -4.54464 -3.44419
O -0.78506 -5.52199 -2.87287
C -2.21109 -5.51590 -3.07544
C -2.81329 -6.44516 -2.09769
C 1.30028 -4.46912 -2.89110
H -2.37498 -5.67327 -4.14421
H -2.62946 -4.49610 -2.98859
H -3.88424 -6.23914 -2.03551
H -2.43822 -6.29053 -1.05158
H -2.67607 -7.54182 -2.19120
H 1.24145 -3.93075 -1.95797
H 1.87417 -3.87194 -3.61624
H 1.81935 -5.43519 -2.73349
O -0.60273 -2.66154 -0.53378
C -0.22604 -1.51901 -0.40251
O -0.48459 -0.59495 -1.31321
C -1.30056 -1.06237 -2.47442
C -2.77446 -1.27300 -2.32642
C 0.55266 -0.88703 0.71644
H -0.95364 -2.02863 -2.86464
H -1.16703 -0.27576 -3.23021
H -3.08574 -2.18503 -1.76573
H -3.16203 -1.56985 -3.30126
H -3.42836 -0.42758 -1.97932
H 0.03243 -0.15600 1.35092
H 1.36873 -0.27588 0.36442
H 0.93207 -1.60905 1.43187
```

Properties
Total energy in a.u.: -2769.28013
Kohn-Sham gap in eV: 10.8
Net charge: 0
2S+1: 1
Maximum force in eV/A: 2.64

=====

Formula: C36H72O18S5
Source: the Open Molecules 2025 dataset
Level of theory: ωB97M-V/def2-TZVPD

```
131
C36H72O18S5 (ωB97M-V/def2-TZVPD)
O 12.75281 -18.20420 9.66574
C 13.07530 -19.11112 8.93066
O 13.74416 -20.21846 9.26812
C 14.20434 -20.36280 10.60844
C 14.83180 -21.75889 10.76348
C 12.71049 -19.02959 7.46506
H 13.27892 -20.35162 11.18426
H 14.85636 -19.52674 10.86136
H 14.11730 -22.53972 10.50289
H 15.19539 -21.95013 11.77311
H 15.73820 -21.79604 10.15922
H 12.78838 -17.96907 7.22560
H 11.64928 -19.23554 7.32536
H 13.43612 -19.56542 6.85314
O 5.57664 -25.51106 10.67761
C 5.43941 -24.95521 9.54856
O 4.74060 -25.48664 8.55301
C 4.08395 -26.76113 8.72869
C 3.19929 -27.05654 7.53733
C 6.06060 -23.59566 9.18198
H 3.54337 -26.81701 9.67355
H 4.87739 -27.50694 8.77690
H 3.73826 -27.24893 6.60965
H 2.49977 -26.22543 7.44789
H 2.64777 -27.93524 7.87173
H 5.34357 -23.04499 8.57310
H 6.94433 -23.85498 8.59899
H 6.30371 -22.96371 10.03616
O 14.08126 -20.06944 14.75984
C 13.00964 -19.92553 15.35925
O 12.45985 -18.70937 15.72780
C 13.20416 -17.52104 15.45686
C 12.48147 -16.77249 14.33193
C 12.12743 -21.11902 15.68592
H 14.22519 -17.72195 15.13249
H 13.42214 -17.00454 16.39165
H 12.60736 -17.29119 13.38156
H 12.92762 -15.79664 14.14021
H 11.43209 -16.56016 14.53647
H 12.01813 -21.71354 14.77890
H 11.14085 -20.73148 15.94004
H 12.54934 -21.68614 16.51566
O 5.20932 -15.39551 13.17822
C 6.07199 -14.56729 13.32524
O 7.37040 -14.57395 12.79884
C 7.83459 -15.56687 11.90448
C 9.24230 -15.94302 12.24184
C 5.88808 -13.43538 14.28779
H 7.82839 -15.24466 10.86321
H 7.22407 -16.46762 11.96778
H 9.25960 -16.26438 13.28325
H 9.92183 -15.09813 12.13013
H 9.63245 -16.77201 11.65137
H 4.95597 -12.95084 13.99712
H 6.77269 -12.81090 14.16300
H 5.97302 -13.85898 15.28852
C 12.62134 -26.48052 15.13814
C 13.35768 -25.16966 15.29412
C 14.17974 -24.99803 13.95596
S 12.92748 -25.44727 12.59495
O 13.48626 -26.33143 11.59595
O 12.07627 -24.31535 12.23150
C 11.88339 -26.39205 13.79836
H 11.99381 -26.66764 16.00951
H 13.26828 -27.35732 15.16642
H 14.01017 -25.27406 16.16100
H 12.72866 -24.32691 15.58081
H 14.92245 -25.79419 13.90494
H 14.62935 -24.04336 13.68292
H 11.59978 -27.34199 13.34530
H 10.91174 -25.90039 13.84588
C 5.89975 -23.18027 14.74083
C 6.69227 -24.00439 13.78082
C 7.57071 -24.92895 14.59958
S 8.05935 -23.98692 16.14814
O 9.39525 -23.43709 16.06823
O 7.50646 -24.70109 17.32538
C 6.85905 -22.52648 15.75274
H 5.24932 -23.90315 15.23323
H 5.22803 -22.48218 14.24128
H 7.32729 -23.34627 13.18776
H 6.04802 -24.51369 13.06412
H 8.46086 -25.42860 14.21735
H 6.95433 -25.75789 14.94745
H 7.48634 -21.74709 15.32012
H 6.50589 -22.22653 16.73936
C 4.98808 -18.96862 16.33550
C 4.68583 -18.28304 15.00035
C 5.86151 -18.45309 14.06010
S 7.31836 -18.38655 15.17859
O 7.89922 -17.03138 15.21824
O 8.21929 -19.45272 14.91151
C 6.36445 -18.67048 16.68863
H 4.75082 -19.99840 16.06836
H 4.43752 -18.58389 17.19395
H 4.56608 -17.21454 15.17940
H 3.72256 -18.60998 14.60881
H 5.88936 -17.77147 13.20996
H 5.81935 -19.50999 13.79694
H 6.37472 -17.78665 17.32649
H 6.80902 -19.54984 17.15465
C 5.15024 -19.53423 9.12298
C 4.47104 -18.26626 9.56428
C 4.70655 -17.14354 8.51488
S 6.48673 -17.32795 8.24408
O 7.14386 -16.81395 9.43323
O 6.88157 -16.94092 6.89309
C 6.41219 -19.14932 8.23855
H 4.54136 -20.16907 8.47928
H 5.41291 -20.12435 10.00097
H 4.78910 -17.88337 10.53399
H 3.40319 -18.46013 9.66532
H 4.40669 -16.15354 8.85852
H 4.24397 -17.35744 7.55137
H 7.36735 -19.54657 8.58198
H 6.30913 -19.50135 7.21213
C 10.61770 -19.55252 11.84906
C 10.95540 -21.03911 12.03999
C 9.66719 -21.75531 12.57138
S 8.38554 -21.13470 11.47266
O 7.14822 -20.76098 12.21660
O 8.33383 -21.98069 10.24550
C 9.33573 -19.52212 11.01276
H 11.47686 -19.03575 11.42140
H 10.42734 -19.09274 12.81883
H 11.84750 -21.27375 12.62068
H 11.17015 -21.48278 11.06780
H 9.49634 -21.29088 13.54258
H 9.58778 -22.84107 12.62520
H 8.70359 -18.64195 10.89523
H 9.55860 -19.76300 9.97335
```

Properties
Total energy in a.u.: -4760.08145
Kohn-Sham gap in eV: 10.3
Net charge: 0
2S+1: 1
Maximum force in eV/A: 3.85